{
  "formula": "C36H37ClN6O2PSn",
  "method": "ωB97M-V with the def2-TZVPD basis set",
  "total_energy_ev": -78604.0947,
  "e_above_lowest_ev": 2.7751,
  "total_charge": 1,
  "orbital_gap_ha": 0.2468,
  "e_homo_ev": -10.68,
  "species": ["Sn", "C", "C", "C", "C", "C", "C", "C", "C", "C", "C", "H", "H", "H", "H", "H", "H", "H", "H", "H", "H", "H", "H", "H", "H", "H", "Cl", "C", "C", "C", "C", "C", "C", "P", "C", "C", "C", "C", "C", "C", "C", "C", "C", "C", "C", "C", "H", "H", "H", "H", "H", "H", "H", "H", "H", "H", "H", "H", "H", "H", "N", "C", "N", "C", "N", "N", "C", "N", "C", "C", "C", "C", "C", "N", "H", "H", "H", "H", "H", "H", "H", "H", "O", "O"],
  "coordinates": [[-0.972305, -0.482437, 0.102158], [-3.125432, 0.223554, -0.800074], [-3.762256, 0.767248, 0.334374], [-3.200928, 2.030470, 0.556716], [-2.288903, 2.365147, -0.486426], [-2.203074, 1.272552, -1.326073], [-1.693256, 1.262039, -2.729760], [-1.726706, 3.733265, -0.709882], [-3.531365, 2.930968, 1.691733], [-4.919439, 0.235175, 1.121190], [-3.678338, -0.878486, -1.668683], [-1.335839, 0.276595, -3.035528], [-0.895280, 1.987722, -2.871666], [-2.504450, 1.537839, -3.412078], [-1.401970, 4.192018, 0.221841], [-2.494877, 4.375380, -1.150191], [-0.878215, 3.726982, -1.393153], [-2.630127, 3.418033, 2.068247], [-3.998112, 2.387739, 2.511962], [-4.219157, 3.723790, 1.383791], [-4.673201, 0.097800, 2.176053], [-5.283581, -0.714784, 0.735046], [-5.749046, 0.942658, 1.066858], [-2.925959, -1.529849, -2.108939], [-4.244192, -0.435267, -2.495177], [-4.377951, -1.498545, -1.109949], [-0.708603, -3.066154, -1.547246], [0.753115, -3.059138, -2.496615], [0.918794, -4.120719, -3.374732], [2.064850, -4.197175, -4.144296], [3.040654, -3.215355, -4.036110], [2.860469, -2.160405, -3.161235], [1.711265, -2.058456, -2.372021], [1.580437, -0.647343, -1.218540], [2.762722, -1.035265, 0.098723], [3.222807, -2.336543, 0.279190], [4.051774, -2.635296, 1.348280], [4.421952, -1.643720, 2.245727], [3.960201, -0.347663, 2.074107], [3.128750, -0.045508, 1.007758], [2.353147, 0.684707, -2.212365], [3.589048, 1.250767, -1.903113], [4.116078, 2.253865, -2.707057], [3.426907, 2.691823, -3.827726], [2.209207, 2.113112, -4.158178], [1.677755, 1.117599, -3.353681], [0.151435, -4.879645, -3.443618], [2.194996, -5.025802, -4.827030], [3.941050, -3.271606, -4.632509], [3.622757, -1.396002, -3.081001], [2.928001, -3.123614, -0.402488], [4.403706, -3.649407, 1.484083], [5.064083, -1.883669, 3.082849], [4.230155, 0.430529, 2.775762], [2.767700, 0.967524, 0.894976], [4.149622, 0.908434, -1.046077], [5.076116, 2.686897, -2.458479], [3.844196, 3.471790, -4.450707], [1.677184, 2.430577, -5.045556], [0.745927, 0.645411, -3.635135], [0.741485, 2.461412, 0.550874], [0.539813, 1.746755, 1.693312], [1.244267, 2.094540, 2.734586], [0.963846, 1.400982, 3.882379], [1.515346, 1.929017, 4.997346], [0.221845, 0.338042, 3.991724], [-0.265834, -0.174451, 2.788165], [-0.407541, 0.776661, 1.680492], [-1.557776, -0.949961, 2.996314], [-1.939698, -1.447236, 4.231233], [-2.996266, -2.337314, 4.280703], [-3.628991, -2.718515, 3.101210], [-3.203536, -2.158688, 1.917914], [-2.205767, -1.269254, 1.878134], [1.509673, 3.111499, 0.577002], [0.499593, 2.071437, -0.343853], [2.168646, 2.682976, 4.893933], [1.499704, 1.394573, 5.846324], [-1.383510, -1.142537, 5.104848], [-3.315125, -2.751329, 5.228213], [-4.439024, -3.433809, 3.098677], [-3.664862, -2.411096, 0.971638], [0.204076, -1.812761, 1.125398], [0.675330, -1.203100, 2.345119]],
  "forces_ev_per_angstrom": [[-0.067, 0.518, 0.615], [0.087, -1.120, 0.103], [0.154, 0.569, 0.086], [-0.218, -0.080, -0.116], [-0.100, -0.148, -0.187], [0.454, 0.557, -0.259], [-0.130, -0.022, -0.054], [-0.002, -0.043, 0.009], [-0.020, 0.046, 0.087], [0.064, -0.067, -0.013], [-0.263, 0.223, -0.141], [0.005, 0.005, -0.018], [0.025, -0.016, 0.011], [0.010, -0.026, -0.002], [0.030, 0.018, 0.005], [0.017, 0.007, 0.018], [-0.002, 0.005, -0.008], [-0.007, -0.008, 0.018], [0.005, 0.012, 0.002], [0.007, -0.004, -0.028], [-0.023, -0.003, -0.005], [0.000, -0.006, 0.001], [0.001, -0.007, 0.023], [0.022, 0.063, -0.018], [-0.011, -0.011, 0.023], [0.046, -0.035, 0.014], [-0.194, 0.012, 0.138], [0.303, 0.007, -0.180], [-0.138, -0.032, 0.058], [0.045, 0.037, 0.001], [0.010, -0.011, -0.008], [-0.031, -0.026, -0.028], [-0.127, 0.029, 0.098], [0.126, 0.195, -0.084], [0.022, -0.009, -0.039], [0.017, 0.000, -0.002], [0.000, -0.017, -0.004], [-0.008, 0.026, 0.000], [-0.006, -0.004, -0.039], [0.033, -0.003, -0.018], [-0.019, -0.014, 0.067], [-0.068, 0.042, 0.001], [-0.004, 0.002, -0.011], [0.033, 0.002, 0.016], [-0.042, -0.048, 0.020], [0.030, -0.027, -0.032], [0.010, 0.004, -0.004], [-0.006, 0.001, 0.002], [-0.004, -0.002, 0.004], [0.000, -0.004, 0.000], [0.006, -0.004, 0.016], [-0.002, 0.004, -0.002], [0.000, -0.003, -0.003], [-0.002, 0.003, 0.000], [0.026, -0.032, 0.015], [0.017, -0.015, 0.025], [-0.002, -0.007, 0.005], [-0.003, -0.002, 0.002], [0.001, -0.001, 0.002], [0.004, 0.016, -0.019], [0.077, -0.072, 0.006], [-0.080, 0.099, -0.071], [0.040, 0.102, -0.014], [-0.040, -0.070, 0.058], [0.066, 0.014, -0.022], [0.042, 0.013, 0.017], [-0.166, 0.011, -0.004], [-0.045, -0.309, 0.080], [0.072, 0.108, -0.020], [-0.015, 0.010, 0.008], [0.009, 0.005, -0.006], [-0.021, -0.003, 0.002], [0.029, 0.073, 0.021], [-0.067, -0.263, 0.013], [-0.008, 0.018, 0.016], [-0.068, 0.039, 0.000], [-0.013, 0.013, 0.003], [-0.026, -0.014, -0.003], [-0.005, 0.003, -0.003], [-0.004, 0.001, -0.007], [0.005, 0.000, 0.015], [0.002, -0.013, 0.004], [0.054, -0.270, -0.166], [0.048, -0.039, -0.089]],
  "mulliken_charge": [1.7241, 1.1334, 0.2973, 0.9149, 0.3067, 1.2938, -1.7099, -1.7526, -2.2704, -2.1180, -1.5273, 0.1851, 0.4870, 0.4431, 0.3961, 0.3934, 0.3202, 0.4620, 0.4185, 0.3807, 0.3560, 0.3503, 0.4729, 0.1510, 0.3786, 0.4278, -0.0834, 1.1285, -0.6635, -0.5586, -0.9388, -0.3541, -0.9527, 1.8079, 0.9900, -1.0520, -0.7745, -0.8621, -1.0309, -0.5420, 0.1550, -0.1511, -0.7457, -0.5934, -0.8640, -0.6497, 0.5076, 0.4157, 0.4483, 0.5112, 0.3682, 0.4397, 0.4156, 0.4643, 0.7662, 0.4762, 0.4681, 0.4068, 0.4733, 0.6935, 0.3549, -0.3816, -0.6821, 0.0458, -0.4081, -0.9844, 0.6158, 0.4987, 0.7399, -1.0212, -0.6635, -1.0202, -0.4531, 0.6187, 0.3753, -0.4510, 0.2401, 0.2387, 0.5867, 0.4635, 0.4998, 0.4786, -0.5144, -0.2109]
}